{
  "formula": "C5H10N2",
  "method": "ωB97M-V/def2-TZVPD",
  "mol_weight_g_mol": 98.149,
  "multiplicity": 1,
  "orbital_gap_ev": 10.8,
  "relative_energy_kcal_mol": 81.7,
  "energy_ev": -8323.792,
  "smiles": "CC(C)CC1N=N1",
  "species": ["C", "C", "C", "C", "C", "N", "N", "H", "H", "H", "H", "H", "H", "H", "H", "H", "H"],
  "coordinates": [[0.405, 1.294, 0.974], [0.413, 0.214, -0.144], [1.758, -0.228, -0.616], [-0.431, -1.038, 0.148], [-2.074, -0.702, -0.102], [-2.691, 0.532, 0.029], [-2.402, 0.207, -1.138], [1.357, 1.001, 1.448], [-0.389, 1.423, 1.653], [0.856, 2.182, 0.598], [-0.091, 0.745, -1.017], [2.323, -0.906, 0.004], [2.315, 0.693, -0.627], [1.851, -0.520, -1.624], [-0.485, -1.466, 1.154], [-0.165, -1.797, -0.669], [-2.549, -1.634, -0.071]],
  "mulliken_charge": [-1.54, 0.75, -1.86, -0.74, 0.17, -0.25, -0.33, 0.40, 0.38, 0.39, 0.21, 0.35, 0.48, 0.49, 0.32, 0.32, 0.47]
}